Here is the molecule C5H10N4O2 at a distorted geometry from the Open Molecules 2025 dataset. Energies are from ωB97M-V/def2-TZVPD.

XYZ file:
```
21
Properties=species:S:1:pos:R:3:forces:R:3
C -0.67376 0.75588 -0.94656 -1.0 -6.2 -1.5
C -0.55461 -0.72783 -0.69374 0.2 5.8 -0.9
C 1.26057 0.35813 0.17052 -3.0 -0.3 -0.5
C 3.11543 -0.02675 1.52949 -2.5 -2.5 0.2
C -2.42737 -1.72728 0.42838 -3.0 1.5 -2.3
N 2.24635 0.78136 0.76897 1.4 2.2 0.5
N 0.46917 1.29306 -0.50601 -1.3 -2.5 0.1
N -1.47277 1.48222 -1.87523 -0.3 -2.1 0.6
N -1.56198 -1.64132 -0.73035 -0.1 0.0 0.8
O 0.64166 -0.85341 0.15184 -0.2 0.9 -0.5
O 0.80083 2.58463 -0.62075 2.1 0.3 0.6
H 2.65714 -0.34006 2.54233 0.7 0.3 -1.5
H 3.97442 0.49913 1.67590 2.5 1.2 0.7
H 3.28066 -0.87827 0.85346 0.6 -0.5 1.0
H -3.10351 -0.84199 0.50533 1.1 0.1 0.1
H -3.23186 -2.39514 0.16101 0.1 -1.2 0.3
H -1.98340 -1.90096 1.33451 1.2 -0.7 2.3
H -1.36633 2.36539 -1.52425 0.3 3.5 0.3
H -2.50228 1.38106 -1.93746 1.1 -1.0 0.4
H -1.30239 -2.56752 -1.00122 0.4 -0.3 -0.5
H 1.73402 2.39966 -0.28619 -0.3 1.4 0.0
```
Forces are in eV/Å.

Properties
Electronic energy = -565.864817 a.u.
Relative energy (zero: lowest compared OMol25 entry of this formula, charge and spin) = 393.5 kJ/mol
Structure (SMILES) = C/N=c1\oc(NC)c(N)n1O
LUMO = 0.8013 eV
M = 158.2 u
Gap between HOMO and LUMO = 0.2776 hartree
Charge = 0

These are the natural (NBO) partial charges, in e, on atoms 1 to 8: atom 1 (C): 0.298, atom 2 (C): 0.233, atom 3 (C): 0.665, atom 4 (C): -0.409, atom 5 (C): -0.412, atom 6 (N): -0.602, atom 7 (N): -0.134, atom 8 (N): -0.785